Formula: C55H45F9N3P3SSeV
Source: the OMol25 dataset
Level of theory: ωB97M-V/def2-TZVPD

Calculated values
⟨S²⟩ = 3.769
HOMO level (spin up / spin down) = -12.3 / -12.3 eV
Max |F| = 0.0174 hartree/bohr
Kohn-Sham gap (spin up / spin down) = 5.92 / 5.87 eV

```
! wB97M-V def2-TZVPD RIJCOSX def2/J DEFGRID3
* xyz 2 4
V 0.157 0.098 0.542
C 1.088 -8.101 -0.807
S -0.653 -7.730 -1.087
C -0.486 -6.155 -1.939
C -0.077 -5.001 -1.033
C 0.012 -3.689 -1.809
N 0.059 -2.493 -0.919
P 1.486 -1.828 -0.290
C 2.492 -3.170 0.359
C 3.559 -3.685 -0.375
C 4.235 -4.810 0.078
C 3.852 -5.424 1.260
C 2.787 -4.919 1.997
C 2.113 -3.798 1.545
C 2.469 -1.125 -1.640
C 2.158 -1.257 -2.991
C 2.951 -0.650 -3.957
C 4.062 0.090 -3.582
C 4.386 0.222 -2.236
C 3.596 -0.384 -1.273
P -1.341 -1.725 -0.318
C -2.505 -2.991 0.206
C -3.204 -3.698 -0.778
C -3.981 -4.790 -0.434
C -4.082 -5.180 0.896
C -3.424 -4.462 1.883
C -2.639 -3.371 1.538
C -2.178 -0.974 -1.747
C -3.507 -0.559 -1.640
C -4.146 0.008 -2.730
C -3.478 0.143 -3.943
C -2.157 -0.261 -4.053
C -1.503 -0.798 -2.951
H 1.141 -9.120 -0.429
H 1.554 -7.441 -0.077
H 1.643 -8.064 -1.744
H -1.468 -5.950 -2.376
H 0.209 -6.266 -2.776
H 0.884 -5.215 -0.565
H -0.806 -4.913 -0.226
H -0.843 -3.566 -2.477
H 0.900 -3.690 -2.445
H 3.871 -3.216 -1.299
H 5.062 -5.205 -0.495
H 4.381 -6.300 1.610
H 2.484 -5.400 2.916
H 1.269 -3.435 2.113
H 1.305 -1.837 -3.308
H 2.706 -0.767 -5.004
H 4.682 0.553 -4.336
H 5.258 0.789 -1.941
H 3.872 -0.281 -0.229
H -3.146 -3.400 -1.818
H -4.511 -5.336 -1.202
H -4.687 -6.035 1.162
H -3.523 -4.749 2.920
H -2.144 -2.816 2.326
H -4.057 -0.703 -0.718
H -5.179 0.317 -2.647
H -3.990 0.555 -4.801
H -1.634 -0.170 -4.996
H -0.475 -1.109 -3.057
Se -0.111 -1.380 3.472
N 0.169 0.181 2.597
C 0.325 1.118 3.535
C 0.590 2.509 3.320
C 0.720 3.316 4.395
C 0.606 2.846 5.756
C 0.364 1.549 6.016
C 0.220 0.643 4.902
N -0.007 -0.643 5.059
H 0.695 2.915 2.322
H 0.922 4.367 4.231
H 0.723 3.553 6.565
H 0.275 1.157 7.017
F 6.227 5.265 1.055
C 6.070 3.984 0.722
F 6.597 3.241 1.694
F 6.791 3.766 -0.383
C 4.612 3.653 0.482
C 3.866 4.494 -0.340
C 2.548 4.193 -0.619
C 1.952 3.048 -0.079
C 2.711 2.231 0.746
C 4.039 2.523 1.034
P 0.243 2.579 -0.472
C -0.886 3.888 0.039
C -0.856 5.161 -0.536
C -1.737 6.134 -0.102
C -2.660 5.838 0.895
C -2.714 4.575 1.458
C -1.821 3.602 1.027
C -3.591 6.931 1.378
F -4.643 6.442 2.033
F -2.950 7.760 2.211
F -4.051 7.663 0.364
C 0.217 2.564 -2.286
C -0.940 2.950 -2.956
C -0.981 2.930 -4.342
C 0.123 2.487 -5.053
C 1.271 2.073 -4.390
C 1.324 2.119 -3.008
C 0.092 2.394 -6.562
F 1.160 2.971 -7.114
F -0.995 2.961 -7.085
F 0.098 1.109 -6.957
H 4.321 5.379 -0.764
H 1.989 4.845 -1.278
H 2.296 1.333 1.211
H 4.617 1.880 1.682
H -0.172 5.390 -1.343
H -1.721 7.118 -0.549
H -3.451 4.347 2.214
H -1.873 2.607 1.457
H -1.810 3.295 -2.410
H -1.871 3.248 -4.864
H 2.129 1.731 -4.954
H 2.232 1.804 -2.505
*
```

Atomic partial charges in e from the Löwdin method, atoms 1 to 2: 0.475, -0.407



Formula: C4H5N3O3S
Source: the OMol25 dataset
Level of theory: ωB97M-V/def2-TZVPD

Calculated values
HOMO level = -8.7 eV
Max |F| = 0.0942 hartree/bohr
ΔE to the lowest compared entry with this formula, charge and spin = 435.1 kJ/mol
Kohn-Sham gap = 9.28 eV

```
! wB97M-V def2-TZVPD RIJCOSX def2/J DEFGRID3
* xyz 0 1
C -0.575 -1.380 -1.410
C 1.154 0.707 0.815
C -0.963 0.074 -1.299
C -1.392 0.449 0.098
N -0.073 -2.169 -0.556
N 0.145 -0.167 1.089
N 2.362 0.347 1.463
O 0.961 1.669 0.101
O -2.061 1.536 0.426
O -2.589 0.175 0.620
S 0.152 -1.814 1.025
H -0.570 -1.760 -2.512
H -0.226 0.846 -1.440
H -1.846 0.181 -2.081
H 2.366 0.439 2.461
H 3.157 0.868 1.201
*
```

Atomic partial charges in e from the Löwdin method, atoms 1 to 2: -0.242, -0.640